# C2H3BrClNO

A cluster of 2 separate species, C2H3BrClNO in total at a distorted geometry (ωB97M-V/def2-TZVPD, the Open Molecules 2025 dataset).

```
9
C2H3BrClNO ωB97M-V/def2-TZVPD
C 1.21590 -0.15635 -0.85107
C -0.11904 -0.20083 -1.03477
N -0.04468 0.46183 1.77074
O 2.29066 -0.34383 -0.47744
Cl -0.64826 -1.12159 2.21998
Br -1.41912 1.71057 1.45192
H -0.45105 0.83181 -0.69231
H -0.47585 -0.79629 -0.31199
H -0.34856 -0.38532 -2.07506
```

Summary:
Orbital gap (alpha / beta): 5.44 / 5.44 eV
HOMO level (alpha / beta): -6.97 / -6.97 eV
Relative energy (zero: lowest compared OMol25 entry of this formula, charge and spin): 535.43 kJ/mol
Total energy: -88219.5363 eV
Molar mass: 172.4 g mol⁻¹

***

# C2H3BrFI

The molecule C2H3BrFI at a distorted geometry (ωB97M-V/def2-TZVPD, the Open Molecules 2025 dataset).

```
8
C2H3BrFI ωB97M-V/def2-TZVPD
C 0.77043 0.09164 0.18398
C -0.64675 -0.08813 -0.22287
F -1.38344 0.86147 0.36389
Br -1.44943 -1.79730 0.35679
I 1.40602 2.10633 -0.40652
H 0.92908 -0.23497 1.25311
H 1.32438 -0.86554 -0.30639
H -0.95029 -0.07350 -1.22198
```

Summary:
Orbital gap: 9.82 eV
HOMO level: -9.99 eV
Relative energy (zero: lowest compared OMol25 entry of this formula, charge and spin): 36.81 kJ/mol
Total energy: -82982.4643 eV
SMILES string: F[C@H](Br)CI
Molar mass: 252.9 g mol⁻¹

***

# C2H3BrFN

A structure of composition C2H3BrFN at a distorted geometry (ωB97M-V/def2-TZVPD, the Open Molecules 2025 dataset).

```
8
C2H3BrFN ωB97M-V/def2-TZVPD
C 0.28326 0.09722 0.60081
C -1.38134 -0.63301 -0.18968
N 1.14482 1.03076 0.68700
F -1.49239 -1.90809 0.22627
Br -2.96699 0.27369 0.27849
H -1.14460 -0.44633 -1.27702
H 0.42771 -0.97144 0.90479
H 0.82717 1.92724 0.30721
```

Summary:
Orbital gap: 9.98 eV
HOMO level: -9.21 eV
Relative energy (zero: lowest compared OMol25 entry of this formula, charge and spin): 122.44 kJ/mol
Total energy: -76369.6808 eV
Molar mass: 140.0 g mol⁻¹

***

# C2H3BrFNO2

The molecule C2H3BrFNO2 at a distorted geometry (ωB97M-V/def2-TZVPD, the Open Molecules 2025 dataset).

```
10
C2H3BrFNO2 ωB97M-V/def2-TZVPD
C 0.20121 0.55072 0.36403
C -1.01849 -0.44307 -0.24502
N 1.47454 -0.09862 0.00227
O 1.73104 -0.06869 -1.18896
O 2.24958 -0.50915 0.86572
F -1.03600 -1.69446 0.26005
Br -2.76830 0.33987 0.04833
H -0.04028 1.53084 -0.15057
H 0.21022 0.67414 1.39961
H -1.00351 -0.28157 -1.35545
```

Summary:
Orbital gap: 10.52 eV
HOMO level: -10.98 eV
Relative energy (zero: lowest compared OMol25 entry of this formula, charge and spin): 36.74 kJ/mol
Total energy: -80463.9759 eV
SMILES string: O=[N+]([O-])C[C@@H](F)Br
Molar mass: 172.0 g mol⁻¹

***

# C2H3BrI2

A structure of composition C2H3BrI2 at a distorted geometry (ωB97M-V/def2-TZVPD, the Open Molecules 2025 dataset).

```
8
C2H3BrI2 ωB97M-V/def2-TZVPD
C 0.90331 0.15439 0.15798
C -0.30392 -0.58060 -0.26064
Br -0.55289 -1.00277 -2.05031
I -1.31167 -1.75048 1.13686
I -2.39787 2.16616 0.20049
H 0.71145 0.70604 1.07788
H 1.72926 -0.53716 0.35917
H 1.22232 0.84443 -0.62143
```

Summary:
Orbital gap (alpha / beta): 8.70 / 5.22 eV
HOMO level (alpha / beta): -9.66 / -8.13 eV
Relative energy (zero: lowest compared OMol25 entry of this formula, charge and spin): 148.07 kJ/mol
Total energy: -88364.2492 eV
Molar mass: 360.8 g mol⁻¹

***

# C2H3BrINO3

The molecule C2H3BrINO3 at a distorted geometry (ωB97M-V/def2-TZVPD, the Open Molecules 2025 dataset).

```
11
C2H3BrINO3 ωB97M-V/def2-TZVPD
C 0.39247 0.63935 0.72189
C -0.02430 -0.68189 0.04914
N -0.15953 -0.53631 -1.44278
O -0.06016 0.63575 -1.83355
O -0.51026 -1.48732 -2.09602
O -0.75134 1.15286 1.36013
Br 2.05457 -1.66774 -0.31026
I -1.51805 -1.74564 1.03722
H 1.02587 0.37810 1.50424
H 0.72664 1.42358 0.04776
H -1.17590 1.88924 0.96222
```

Summary:
Orbital gap: 8.53 eV
HOMO level: -10.29 eV
Relative energy (zero: lowest compared OMol25 entry of this formula, charge and spin): 76.56 kJ/mol
Total energy: -87893.4985 eV
SMILES string: O=[N+]([O-])[C@](Br)(I)CO
Molar mass: 295.9 g mol⁻¹

***

# C2H3BrN2

The molecule C2H3BrN2 at a distorted geometry (ωB97M-V/def2-TZVPD, the Open Molecules 2025 dataset).

```
8
C2H3BrN2 ωB97M-V/def2-TZVPD
C 0.43250 -0.28590 -0.04837
C -0.81797 0.45789 0.35027
N 0.87312 -0.74113 -1.10646
N 1.32256 -1.13315 -2.04649
Br 1.72256 -0.34586 1.50368
H -1.76575 -0.00968 0.05367
H -0.89007 1.45360 -0.05494
H -0.87695 0.60424 1.34864
```

Summary:
Orbital gap: 8.08 eV
HOMO level: -8.52 eV
Relative energy (zero: lowest compared OMol25 entry of this formula, charge and spin): 34.03 kJ/mol
Total energy: -75142.6880 eV
Molar mass: 135.0 g mol⁻¹

***

# C2H3BrN2S

The molecule C2H3BrN2S at a distorted geometry (ωB97M-V/def2-TZVPD, the Open Molecules 2025 dataset).

```
9
C2H3BrN2S ωB97M-V/def2-TZVPD
C -0.78153 1.31524 -0.38158
C -0.08237 -0.88644 0.59682
N 0.03983 0.72544 -1.16157
N 0.53588 -0.43508 -0.76471
S -1.17240 0.48522 1.08701
Br 2.51935 -0.43782 -0.65556
H -1.16248 2.19000 -0.64970
H -0.68576 -1.76642 0.69287
H 0.78948 -1.19015 1.23640
```

Summary:
Orbital gap: 7.74 eV
HOMO level: -8.43 eV
Relative energy (zero: lowest compared OMol25 entry of this formula, charge and spin): 233.08 kJ/mol
Total energy: -85977.5733 eV
SMILES string: BrN1CSC=N1
Molar mass: 167.0 g mol⁻¹

***

# C2H3BrO

A cluster of 2 separate species, C2H3BrO in total at a distorted geometry (ωB97M-V/def2-TZVPD, the Open Molecules 2025 dataset).

```
7
C2H3BrO ωB97M-V/def2-TZVPD
C -0.45655 -0.36508 -0.00955
C 0.58842 0.57353 -0.21156
O -0.62763 -1.45450 1.68501
Br -1.88616 -0.89723 -0.88828
H 1.48657 -0.11822 -0.03124
H 0.48138 1.27638 0.57319
H 0.41398 0.98512 -1.11758
```

Summary:
Orbital gap (alpha / beta): 7.98 / 6.82 eV
HOMO level (alpha / beta): -9.22 / -8.41 eV
Relative energy (zero: lowest compared OMol25 entry of this formula, charge and spin): 704.19 kJ/mol
Total energy: -74205.1146 eV
Molar mass: 122.9 g mol⁻¹

***

# C2H3BrO2

The molecule C2H3BrO2 at a distorted geometry (ωB97M-V/def2-TZVPD, the Open Molecules 2025 dataset).

```
8
C2H3BrO2 ωB97M-V/def2-TZVPD
C -0.16126 -1.62584 -0.41122
C -0.07047 1.05165 -0.12537
O 0.34515 -0.39783 -0.20459
O -1.27692 -1.99352 -0.67396
Br -0.10247 1.76355 -1.92922
H 0.75671 -2.30047 -0.38619
H -1.06673 0.89924 0.42017
H 0.84978 1.37012 0.43289
```

Summary:
Orbital gap: 11.23 eV
HOMO level: -10.71 eV
Relative energy (zero: lowest compared OMol25 entry of this formula, charge and spin): 149.38 kJ/mol
Total energy: -76258.7292 eV
SMILES string: O=COCBr
Molar mass: 138.9 g mol⁻¹

***

# C2H3BrO2

A cluster of 3 separate species, C2H3BrO2 in total at a distorted geometry (ωB97M-V/def2-TZVPD, the Open Molecules 2025 dataset).

```
8
C2H3BrO2 ωB97M-V/def2-TZVPD
C 0.65562 -0.83365 -0.12357
C -0.08071 0.22278 -0.18804
O -2.54503 0.59466 0.19303
O -0.78295 1.15645 -0.19818
Br 3.69776 -0.01337 -0.22544
H 0.91742 -1.06858 0.86365
H 0.81249 -1.51818 -0.81871
H -2.67460 1.45989 0.49726
```

Summary:
Orbital gap (alpha / beta): 4.12 / 4.12 eV
HOMO level (alpha / beta): -8.64 / -8.63 eV
Relative energy (zero: lowest compared OMol25 entry of this formula, charge and spin): 730.14 kJ/mol
Total energy: -76252.7101 eV
Molar mass: 138.9 g mol⁻¹

***

# C2H3BrO2

The molecule C2H3BrO2 at a distorted geometry (ωB97M-V/def2-TZVPD, the Open Molecules 2025 dataset).

```
8
C2H3BrO2 ωB97M-V/def2-TZVPD
C -0.18228 0.12273 -0.64655
C 0.23614 -0.01387 0.77226
O 0.39532 -0.74710 -1.54546
O -0.96678 -0.79867 -1.29206
Br -1.12310 0.73103 1.94966
H -0.31353 1.09420 -1.16999
H 1.31719 0.68386 1.05051
H 0.63705 -1.07218 0.88163
```

Summary:
Orbital gap (alpha / beta): 6.11 / 5.78 eV
HOMO level (alpha / beta): -5.42 / -10.06 eV
Relative energy (zero: lowest compared OMol25 entry of this formula, charge and spin): 470.47 kJ/mol
Spin multiplicity: 3
Total energy: -76250.0453 eV
Expectation value of S²: 2.0046
Molar mass: 138.9 g mol⁻¹